Record 1
{
  "formula": "C4H6BrNS",
  "method": "ωB97M-V/def2-TZVPD",
  "symbols": ["C", "C", "N", "C", "C", "S", "H", "H", "H", "H", "H", "Br", "H"],
  "coordinates": [[-0.2783, -1.3542, 0.3716], [0.7401, -0.2766, 0.2128], [0.4551, 0.9983, 0.2809], [1.6311, 1.7148, 0.0110], [2.7226, 0.9373, -0.2462], [2.3420, -0.7451, -0.3822], [-0.2275, -2.0223, 1.3168], [-0.3764, -2.1102, -0.3716], [-1.3455, -0.8603, 0.5792], [1.7014, 2.8340, 0.0230], [3.6646, 1.3847, -0.3397], [-4.9340, 0.0441, -0.1210], [-3.5571, 0.0132, -0.3156]],
  "energy_ev": -86612.3326,
  "max_force_ha_per_bohr": 0.08944,
  "gap_ev": 9.83,
  "homo_ev": -9.1752,
  "lumo_energy_ev": 0.65,
  "smiles": "Cc1nccs1.Br"
}

---

Record 2
{
  "formula": "C2H7N3O2",
  "method": "ωB97M-V/def2-TZVPD",
  "symbols": ["C", "N", "N", "C", "O", "N", "O", "H", "H", "H", "H", "H", "H", "H"],
  "coordinates": [[-1.0785, -1.2649, 0.0575], [-0.6486, 0.1074, -0.0764], [-1.7296, 1.1055, 0.0143], [0.6024, 0.5599, 0.0755], [0.9462, 1.7260, 0.1142], [1.6023, -0.4915, 0.1024], [2.9049, 0.0053, -0.0719], [-0.8921, -1.8163, -0.8671], [-0.5741, -1.7666, 0.8853], [-2.1482, -1.2455, 0.2503], [-1.5508, 1.7774, 0.7613], [-1.7314, 1.6377, -0.8559], [1.4886, -1.2991, -0.4967], [2.8090, 0.9647, 0.1071]],
  "energy_ev": -10750.7030,
  "max_force_ha_per_bohr": 0.05695,
  "gap_ev": 9.79,
  "homo_ev": -9.0577,
  "lumo_energy_ev": 0.73,
  "smiles": "CN(N)C(=O)NO"
}

---

Record 3
{
  "formula": "C5H29NO11",
  "method": "ωB97M-V/def2-TZVPD",
  "symbols": ["C", "C", "C", "O", "N", "C", "C", "O", "H", "H", "H", "H", "H", "H", "H", "H", "H", "H", "H", "O", "H", "H", "O", "H", "H", "O", "H", "H", "O", "H", "H", "O", "H", "H", "O", "H", "H", "O", "H", "H", "O", "H", "H", "O", "H", "H"],
  "coordinates": [[0.7997, 1.8637, -0.4870], [0.1410, 0.5187, -0.3387], [0.9134, -0.0574, 0.8745], [0.4012, -1.2765, 1.4286], [0.3170, -0.3515, -1.4734], [-0.4907, -1.5904, -1.4304], [0.8903, 0.0003, -2.7458], [0.4395, -0.4151, -3.7801], [0.7238, 2.3240, 0.4640], [0.2287, 2.5965, -1.0230], [1.8898, 1.8766, -0.7026], [-0.8818, 0.5940, 0.0323], [1.9750, -0.2859, 0.8242], [1.0451, 0.5959, 1.8411], [-0.3205, -1.0190, 1.9220], [-1.4887, -1.4613, -0.9364], [0.0224, -2.3746, -0.7662], [-0.8441, -1.7466, -2.4450], [1.6677, 0.7753, -2.7445], [-2.7945, 0.4421, 1.2963], [-3.1021, 0.7952, 0.4875], [-3.2766, -0.1812, 1.6244], [-1.4231, 0.9017, 3.5707], [-2.0001, 1.0946, 2.7260], [-0.5186, 0.7338, 3.1440], [-0.5576, -4.2201, 2.1221], [-0.2349, -4.2805, 1.3792], [0.1661, -3.6310, 2.5989], [3.8196, -1.6853, -1.6975], [3.0341, -2.2515, -1.7875], [4.2280, -2.0720, -1.0796], [-3.1652, -2.0057, 2.4653], [-2.6325, -2.5085, 1.8829], [-2.6299, -1.6120, 2.9972], [3.8822, 0.9660, -1.6436], [3.5964, 1.1942, -2.5439], [4.1072, -0.0189, -1.5506], [3.7017, 1.7965, 1.3822], [3.6035, 2.3775, 0.6298], [3.9341, 0.9059, 0.9942], [-2.5030, 3.2124, -0.8941], [-2.6934, 3.5990, -1.7504], [-2.9470, 3.6758, -0.2367], [-3.6522, 0.4673, -1.2265], [-3.0275, 0.5546, -1.9706], [-4.3436, 1.1831, -1.4333]],
  "energy_ev": -29663.9610,
  "max_force_ha_per_bohr": 0.27716,
  "gap_ev": 9.00,
  "homo_ev": -9.0927,
  "lumo_energy_ev": -0.09,
  "smiles": "C[C@H](CO)N(C)C=O.O.O.O.O.O.O.O.O.O"
}

---

Record 4
{
  "formula": "C12H26NO2P2Re",
  "method": "ωB97M-V/def2-TZVPD",
  "symbols": ["Re", "P", "C", "C", "N", "C", "C", "C", "C", "C", "P", "H", "H", "H", "H", "H", "H", "H", "H", "O", "H", "H", "O", "H", "C", "H", "H", "H", "C", "H", "H", "H", "C", "H", "H", "H", "C", "H", "H", "H", "C", "H", "H", "H"],
  "coordinates": [[0.0563, -0.2923, 1.0843], [-2.1667, 0.1782, 0.7711], [-2.1928, 1.0294, -0.8846], [-0.8262, 1.3313, -1.4921], [0.2772, 0.9253, -0.8278], [1.5052, 1.2930, -1.2225], [1.6671, 2.0420, -2.3853], [0.5481, 2.4039, -3.1164], [-0.7182, 2.0642, -2.6795], [2.6851, 0.8567, -0.3845], [2.3023, -0.4883, 0.8368], [-1.6467, 2.3123, -3.1890], [2.6844, 2.3136, -2.6484], [0.6561, 2.9563, -4.0267], [3.4956, 0.4735, -1.0206], [3.0843, 1.7022, 0.1959], [-2.7329, 0.4005, -1.5060], [-2.7866, 1.9403, -0.7459], [-1.6843, -4.8254, -3.4900], [-2.3481, -4.2239, -3.2053], [-2.1069, -3.3966, -3.6329], [-0.3179, -1.8590, 1.8609], [-0.5406, -2.4915, 1.1119], [0.0248, -3.3315, 1.5153], [2.9709, -1.9619, -0.0093], [3.8984, -1.6931, -0.5282], [3.1689, -2.7369, 0.7414], [2.2450, -2.3402, -0.7391], [3.4644, -0.2654, 2.2220], [3.3678, -1.1403, 2.8762], [4.4918, -0.1903, 1.8497], [3.2042, 0.6337, 2.7881], [-3.0673, 1.3328, 1.8624], [-4.0755, 1.5107, 1.4718], [-3.1279, 0.8662, 2.8543], [-2.5104, 2.2722, 1.9362], [-3.3642, -1.1958, 0.5637], [-3.5032, -1.6594, 1.5467], [-4.3261, -0.8068, 0.1979], [-2.9704, -1.9411, -0.1434], [0.2787, 1.3036, 2.2522], [1.1662, 1.1208, 2.8747], [-0.6442, 1.3841, 2.8454], [0.4143, 2.1929, 1.6186]],
  "energy_ev": -39126.3645,
  "max_force_ha_per_bohr": 0.10303,
  "charge": 3,
  "gap_ev": [4.39, 4.37],
  "multiplicity": 4,
  "homo_ev": [-18.0770, -18.0770],
  "lumo_energy_ev": [-13.68, -13.71]
}

---

Record 5
{
  "formula": "C3H8Cl2Si",
  "method": "ωB97M-V/def2-TZVPD",
  "symbols": ["C", "Si", "Cl", "Cl", "H", "H", "H", "H", "C", "C", "H", "H", "H", "H"],
  "coordinates": [[2.7312, -1.0943, 1.9857], [1.9464, 0.0451, 0.6304], [0.6981, 1.1688, 1.7039], [0.8441, -1.1929, -0.5280], [3.7093, -1.7086, 1.8813], [2.8273, -0.6066, 2.9993], [2.0353, -1.9163, 2.2309], [2.9500, 0.7697, -0.1969], [-3.5721, 0.9463, -1.6816], [-2.2905, 0.6003, -1.8726], [-3.9736, 1.1051, -0.6463], [-4.3236, 0.8447, -2.4696], [-1.5953, 0.3228, -1.1406], [-1.9863, 0.7159, -2.8958]],
  "energy_ev": -36164.6033,
  "max_force_ha_per_bohr": 0.05615,
  "gap_ev": 10.54,
  "homo_ev": -9.7542,
  "lumo_energy_ev": 0.79,
  "smiles": "C[SiH](Cl)Cl.C=C"
}

---

Record 6
{
  "formula": "C33H27BCl5N2O10RbS",
  "method": "ωB97M-V/def2-TZVPD",
  "symbols": ["Rb", "O", "C", "O", "C", "C", "C", "C", "C", "N", "C", "O", "O", "H", "H", "H", "H", "H", "Cl", "C", "C", "C", "Cl", "C", "Cl", "C", "Cl", "C", "Cl", "C", "C", "C", "O", "H", "H", "H", "H", "H", "H", "O", "C", "N", "S", "O", "O", "C", "C", "C", "C", "C", "C", "H", "H", "H", "H", "C", "C", "C", "C", "C", "C", "C", "C", "O", "B", "O", "C", "C", "H", "H", "H", "H", "H", "H", "H", "H", "H", "H", "H", "H"],
  "coordinates": [[-0.3777, 1.4546, 0.1642], [-4.7078, 0.5413, -1.2294], [-3.7956, -0.1033, -0.4656], [-3.1700, 0.5807, 0.3235], [-3.6090, -1.5503, -0.7479], [-4.6734, -2.3598, -1.1162], [-4.3649, -3.7122, -1.3293], [-3.0874, -4.1322, -1.3164], [-2.0623, -3.2511, -0.9110], [-2.3524, -1.9694, -0.6585], [-0.6247, -3.6239, -0.7349], [-0.4400, -5.0204, -0.9218], [0.0727, -3.1758, 0.3817], [-4.5720, 1.4862, -1.0637], [-5.7080, -1.9259, -1.1798], [-5.1171, -4.4579, -1.5804], [-2.8425, -5.1879, -1.4006], [0.4080, -5.2120, -0.4707], [-2.6545, 3.7659, 0.8418], [-3.1199, 3.9617, -0.8240], [-2.3291, 3.3155, -1.7112], [-2.7566, 3.5144, -3.0087], [-2.0246, 2.5455, -4.2754], [-3.8701, 4.3133, -3.3712], [-4.3551, 4.3985, -5.0455], [-4.6767, 4.9354, -2.3687], [-5.9726, 6.0178, -2.7369], [-4.1615, 4.8357, -1.0668], [-5.0013, 5.6579, 0.2528], [-2.7764, -1.9952, 5.0354], [-3.9879, -1.3924, 4.3367], [-3.7788, -0.7881, 2.9697], [-5.0584, -1.3316, 4.9278], [-2.4401, -1.2972, 5.8019], [-1.9412, -2.1675, 4.3626], [-3.1405, -2.9669, 5.4721], [-4.6557, -0.7050, 2.3405], [-3.0326, -1.3004, 2.4650], [-3.4604, 0.2282, 3.2063], [-1.1625, 0.4152, 4.6256], [-0.0917, 0.8699, 4.2162], [0.1167, 2.0027, 3.5383], [1.6387, 2.2532, 3.1590], [2.1203, 3.4048, 3.9233], [1.8958, 2.2718, 1.7287], [2.2568, 0.6786, 3.8088], [3.5234, 0.1689, 3.8632], [3.6742, -0.8584, 4.8068], [2.6493, -1.4602, 5.4723], [1.3183, -0.9910, 5.3002], [1.1825, 0.0523, 4.4203], [4.3821, 0.5896, 3.3711], [4.6482, -1.3399, 4.8819], [2.8095, -2.2970, 6.1317], [0.3653, -1.3732, 5.7785], [4.9276, 0.8472, -4.9681], [4.9793, 0.6442, -3.4356], [5.1793, 1.9119, -2.5729], [6.1754, -0.2675, -3.0022], [3.5810, 0.0730, -3.0176], [2.4800, 0.9309, -3.0548], [1.2703, 0.5209, -2.4858], [1.2482, -0.6650, -1.8148], [0.2713, -1.0598, -0.9213], [0.4946, -2.5099, -0.7788], [1.8815, -2.7871, -1.4209], [2.2085, -1.6466, -2.0147], [3.4135, -1.2563, -2.5852], [5.7583, 1.4258, -5.3891], [4.0425, 1.4371, -5.2289], [4.8444, -0.1582, -5.4634], [6.1783, 2.3679, -2.6421], [4.9510, 1.6443, -1.5326], [4.4245, 2.6036, -2.8782], [7.0962, 0.2625, -3.0582], [6.1816, -1.1745, -3.5384], [6.0744, -0.6343, -2.0024], [2.5711, 1.9144, -3.5315], [0.4601, 1.2539, -2.4423], [4.1983, -1.9922, -2.5937]],
  "energy_ev": -132898.2810,
  "max_force_ha_per_bohr": 0.04935,
  "charge": -2,
  "gap_ev": 6.54,
  "homo_ev": -2.7254,
  "lumo_energy_ev": 3.82
}

---

Record 7
{
  "formula": "C2H2NO",
  "method": "ωB97M-V/def2-TZVPD",
  "symbols": ["C", "C", "N", "O", "H", "H"],
  "coordinates": [[-1.6932, -0.2019, 0.2081], [-0.6132, 0.2728, 0.1030], [1.8577, 0.0672, -0.5977], [2.5872, 0.1502, 0.4654], [-2.7103, -0.3071, 0.0340], [0.5719, 0.0187, -0.2128]],
  "energy_ev": -5638.7052,
  "max_force_ha_per_bohr": 0.07673,
  "charge": -1,
  "gap_ev": [6.58, 6.61],
  "homo_ev": [-1.9427, -2.0086],
  "lumo_energy_ev": [4.64, 4.61]
}